--- P ---
A structure of composition C33H33AsIrN3O5S3, computed with wB97M-V/def2-TZVPD.

```
! wB97M-V def2-TZVPD RIJCOSX def2/J DEFGRID3
* xyz 1 2
Ir -0.811 -1.550 -0.710
C -1.216 -5.982 -2.086
C -0.994 -4.493 -2.029
S -1.896 -3.661 -0.869
C -0.177 -3.831 -2.918
C 0.587 -4.526 -4.011
S -0.052 -2.143 -2.902
H -1.885 -6.297 -1.288
H -0.270 -6.513 -1.970
H -1.657 -6.275 -3.040
H 0.479 -5.606 -3.970
H 1.645 -4.276 -3.938
H 0.239 -4.181 -4.987
O -0.870 0.346 -1.692
As -0.344 1.886 -1.311
C 1.549 1.867 -1.018
C 2.255 3.023 -0.696
C 3.629 2.953 -0.528
C 4.289 1.741 -0.683
C 3.582 0.591 -1.008
C 2.207 0.652 -1.180
C -0.808 2.972 -2.811
C -0.669 4.355 -2.771
C -0.987 5.098 -3.896
C -1.442 4.460 -5.043
C -1.581 3.079 -5.075
C -1.261 2.326 -3.955
C -1.212 2.538 0.267
C -2.584 2.768 0.210
C -3.253 3.178 1.352
C -2.551 3.360 2.539
C -1.186 3.116 2.594
C -0.509 2.699 1.455
H 1.737 3.967 -0.577
H 4.187 3.846 -0.279
H 5.363 1.694 -0.555
H 4.100 -0.351 -1.138
H 1.639 -0.232 -1.443
H -0.325 4.850 -1.870
H -0.883 6.174 -3.880
H -1.692 5.045 -5.919
H -1.940 2.589 -5.970
H -1.361 1.248 -3.953
H -3.116 2.626 -0.723
H -4.319 3.364 1.315
H -3.072 3.707 3.422
H -0.646 3.259 3.521
H 0.555 2.502 1.489
O 0.496 -0.830 1.128
C 1.264 -1.802 0.871
O 0.919 -2.670 0.026
C 2.596 -1.902 1.524
C 3.391 -3.020 1.292
C 4.662 -3.088 1.834
C 5.113 -2.025 2.596
C 4.334 -0.913 2.852
C 3.063 -0.854 2.309
N 6.483 -2.076 3.149
O 6.824 -1.167 3.875
O 7.173 -3.020 2.839
H 3.003 -3.827 0.686
H 5.309 -3.937 1.672
H 4.734 -0.115 3.460
H 2.430 0.005 2.483
C -5.428 -0.068 1.981
N -4.101 -0.368 2.467
C -3.798 -0.347 3.896
C -2.308 -0.726 3.942
N -1.981 -0.901 2.527
C -3.024 -0.668 1.738
S -3.043 -0.720 0.031
H -6.152 -0.764 2.407
H -5.447 -0.153 0.898
H -5.709 0.948 2.264
H -4.426 -1.065 4.425
H -3.995 0.646 4.304
H -2.137 -1.653 4.486
H -1.691 0.056 4.384
H -1.027 -0.937 2.183
*
```

## Properties
M = 915.0 g/mol


--- Q ---
A structure of composition C33H33AsIrN3O5S3, computed with wB97M-V/def2-TZVPD.

```
! wB97M-V def2-TZVPD RIJCOSX def2/J DEFGRID3
* xyz 1 2
Ir -0.210 -0.230 0.014
C -4.795 -0.249 -0.708
C -3.357 0.101 -0.473
S -2.237 -1.157 -0.442
C -2.921 1.405 -0.306
C -3.823 2.599 -0.376
S -1.271 1.721 -0.065
H -4.918 -1.324 -0.818
H -5.166 0.234 -1.615
H -5.417 0.083 0.125
H -4.853 2.328 -0.152
H -3.800 3.032 -1.379
H -3.506 3.370 0.325
O -0.736 -0.518 1.994
As -0.286 -0.341 3.598
C 1.113 -1.581 4.001
C 1.839 -1.483 5.182
C 2.815 -2.428 5.462
C 3.056 -3.462 4.567
C 2.327 -3.556 3.390
C 1.351 -2.613 3.102
C 0.166 1.447 4.109
C 0.218 1.750 5.468
C 0.530 3.038 5.873
C 0.769 4.023 4.924
C 0.692 3.724 3.571
C 0.391 2.434 3.158
C -1.801 -0.815 4.651
C -2.840 0.102 4.782
C -3.963 -0.243 5.515
C -4.043 -1.496 6.112
C -3.005 -2.407 5.979
C -1.877 -2.069 5.245
H 1.660 -0.676 5.882
H 3.385 -2.357 6.379
H 3.816 -4.199 4.790
H 2.516 -4.363 2.695
H 0.779 -2.677 2.185
H -0.010 0.996 6.213
H 0.573 3.275 6.927
H 1.004 5.030 5.242
H 0.860 4.498 2.833
H 0.328 2.203 2.106
H -2.770 1.081 4.322
H -4.775 0.463 5.626
H -4.920 -1.762 6.687
H -3.072 -3.380 6.446
H -1.064 -2.777 5.140
O 0.082 -0.005 -1.967
C 0.689 -0.896 -2.653
O 1.180 -1.919 -2.159
C 0.773 -0.628 -4.126
C 1.411 -1.560 -4.938
C 1.521 -1.336 -6.300
C 0.980 -0.174 -6.817
C 0.336 0.767 -6.034
C 0.234 0.531 -4.674
N 1.095 0.075 -8.271
O 0.642 1.117 -8.696
O 1.698 -0.744 -8.931
H 1.806 -2.462 -4.490
H 2.007 -2.041 -6.958
H -0.070 1.656 -6.492
H -0.258 1.244 -4.028
C 4.727 1.499 1.408
N 4.491 0.647 0.264
C 5.500 0.486 -0.785
C 4.807 -0.452 -1.790
N 3.448 -0.537 -1.255
C 3.345 0.064 -0.086
S 1.959 0.063 0.941
H 5.669 1.218 1.878
H 3.922 1.377 2.127
H 4.781 2.547 1.106
H 6.412 0.060 -0.368
H 5.741 1.457 -1.221
H 5.266 -1.440 -1.813
H 4.799 -0.048 -2.800
H 2.732 -1.191 -1.589
*
```

## Properties
M = 915.0 g/mol


Which structure is the least stable? The one labeled P.


--- P ---
A cluster of 2 separate species, C2H5BrClN in total, computed with wB97M-V/def2-TZVPD.

```
! wB97M-V def2-TZVPD RIJCOSX def2/J DEFGRID3
* xyz 0 1
C -0.540 -0.519 0.571
C -0.410 0.249 -0.708
N 0.818 0.888 -0.760
Cl 1.031 2.112 0.319
Br 2.872 -1.031 0.155
H -0.458 0.050 1.508
H -1.651 -1.085 0.555
H 0.168 -1.389 0.667
H -0.537 -0.372 -1.617
H -1.292 1.097 -0.688
*
```

## Properties
M = 158.4 g/mol


--- Q ---
The molecule C2H5BrClN, computed with wB97M-V/def2-TZVPD.

```
! wB97M-V def2-TZVPD RIJCOSX def2/J DEFGRID3
* xyz 0 1
N 1.025 0.247 -0.107
C -0.327 0.599 -0.543
Cl -0.769 2.211 0.068
C -1.222 -0.412 0.172
Br -3.120 -0.190 -0.015
H 1.667 0.806 -0.609
H 1.168 0.457 0.852
H -0.367 0.725 -1.679
H -1.208 -0.289 1.288
H -1.014 -1.538 -0.148
*
```

## Properties
M = 158.4 g/mol
SMILES = N[C@H](Cl)CBr


Which structure is the least stable? The one labeled P.


--- P ---
The molecule C5H13NOS, computed with wB97M-V/def2-TZVPD.

```
! wB97M-V def2-TZVPD RIJCOSX def2/J DEFGRID3
* xyz 0 1
C -0.756 -1.490 -0.879
C -0.783 -0.212 -0.024
C -0.749 -0.427 1.515
C -1.909 0.735 -0.377
C 0.511 0.473 -0.405
O 0.780 1.781 0.148
S 1.935 -0.442 0.478
N 3.388 0.027 -0.123
H 0.174 -1.925 -0.751
H -1.548 -2.201 -0.543
H -0.904 -1.127 -2.023
H -0.326 0.542 1.966
H -1.744 -0.608 1.852
H -0.034 -1.182 1.755
H -1.831 0.954 -1.435
H -1.841 1.732 0.195
H -2.908 0.338 -0.073
H 0.710 0.562 -1.418
H 0.322 1.811 0.958
H 3.866 0.701 0.330
H 3.647 -0.042 -1.148
*
```

## Properties
M = 135.2 g/mol
SMILES = CC(C)(C)[C@@H](O)SN


--- Q ---
A cluster of 2 separate species, C5H13NOS in total, computed with wB97M-V/def2-TZVPD.

```
! wB97M-V def2-TZVPD RIJCOSX def2/J DEFGRID3
* xyz 0 1
C 2.658 -1.428 -0.521
C 1.751 0.160 1.071
C -1.396 1.519 -0.271
C -3.677 -0.115 0.463
C 1.908 -0.174 -0.395
N 1.607 0.632 -1.342
O -1.345 -1.040 -0.106
S -2.243 -0.106 -0.741
H 2.460 -2.161 0.200
H 2.478 -1.981 -1.524
H 3.770 -1.207 -0.423
H 2.823 0.243 1.438
H 1.435 -0.705 1.747
H 1.040 0.997 1.168
H -0.542 1.809 -0.944
H -2.120 2.221 -0.342
H -0.950 1.554 0.768
H -4.384 0.655 0.354
H -4.156 -1.064 0.221
H -3.129 -0.033 1.451
H 2.013 0.225 -2.274
*
```

## Properties
M = 135.2 g/mol


Which structure is the least stable? The one labeled Q.


--- P ---
A cluster of 2 separate species, C5H13NOS in total, computed with wB97M-V/def2-TZVPD.

```
! wB97M-V def2-TZVPD RIJCOSX def2/J DEFGRID3
* xyz 0 1
C -0.602 -0.360 3.401
C 0.666 -0.541 2.581
N 1.707 0.295 2.926
O 0.833 -1.468 1.821
H -1.439 -0.782 2.867
H -0.819 0.680 3.492
H -0.398 -0.925 4.307
H 2.505 0.147 2.326
H 1.544 1.270 3.126
C 0.883 -0.365 -3.004
C -0.125 -0.959 -2.008
S -0.630 0.231 -0.724
C -1.569 1.429 -1.701
H 1.889 -0.756 -2.874
H 0.969 0.724 -2.961
H 0.526 -0.572 -4.019
H -1.021 -1.351 -2.481
H 0.347 -1.748 -1.423
H -0.889 2.105 -2.224
H -2.218 0.938 -2.425
H -2.159 2.008 -1.003
*
```

## Properties
M = 135.2 g/mol
SMILES = CC(N)=O.CCSC


--- Q ---
The molecule C5H13NOS, computed with wB97M-V/def2-TZVPD.

```
! wB97M-V def2-TZVPD RIJCOSX def2/J DEFGRID3
* xyz 0 1
C 1.482 0.906 0.280
C 0.506 -0.198 -0.287
C 0.315 -1.097 0.956
C -1.052 -1.564 1.304
S -1.005 -2.745 2.695
N -0.852 0.360 -0.818
C -0.755 1.362 -1.887
O 0.232 2.369 -1.623
H 2.441 0.610 0.284
H 1.511 1.813 -0.337
H 0.922 1.490 1.064
H 0.961 -0.860 -1.037
H 0.800 -0.584 1.865
H 0.852 -1.945 0.720
H -1.692 -0.805 1.686
H -1.480 -1.951 0.380
H 0.079 -3.401 2.277
H -1.494 0.662 -0.076
H -1.782 1.894 -2.169
H -0.397 0.878 -2.832
H 0.408 2.806 -2.446
*
```

## Properties
M = 135.2 g/mol
SMILES = C[C@@H](CCS)NCO


Which structure is the least stable? The one labeled Q.


--- P ---
A cluster of 2 separate species, C5H11N4 in total, computed with wB97M-V/def2-TZVPD.

```
! wB97M-V def2-TZVPD RIJCOSX def2/J DEFGRID3
* xyz 1 1
C 2.083 0.691 1.034
C 2.060 0.715 -1.234
C 0.726 0.210 1.055
C 0.624 -0.862 -0.117
C -2.022 0.493 -0.667
N 2.626 1.063 -0.038
N 1.149 -0.357 -1.269
N 0.395 -2.176 0.141
N -1.856 1.351 0.299
H 2.730 0.459 1.887
H 2.389 1.223 -2.091
H 0.553 -0.243 1.982
H -0.085 0.897 0.829
H -1.303 0.676 -1.477
H -2.610 -0.341 -0.683
H 1.502 -0.799 -2.117
H 0.260 -2.686 -0.702
H -0.102 -2.427 0.957
H -2.441 1.379 1.142
H -1.495 2.221 -0.119
*
```

## Properties
M = 127.2 g/mol


--- Q ---
A cluster of 2 separate species, C5H11N4 in total, computed with wB97M-V/def2-TZVPD.

```
! wB97M-V def2-TZVPD RIJCOSX def2/J DEFGRID3
* xyz 1 1
C 1.596 1.852 -0.456
C 0.650 1.312 -1.326
C -2.036 0.066 0.071
C 2.070 0.687 0.335
C 1.250 -1.733 0.400
N -2.490 -0.497 -0.994
N 0.369 0.047 -1.020
N -2.531 -0.015 1.250
N 1.248 -0.349 -0.144
H 1.961 2.861 -0.280
H -0.076 1.959 -1.850
H 3.174 0.441 0.222
H 1.948 1.067 1.488
H 0.415 -2.268 -0.191
H 2.283 -2.170 0.175
H 1.142 -1.798 1.454
H -3.407 -1.134 -0.880
H -3.409 -0.376 1.537
H -2.170 0.644 2.060
H -1.987 -0.596 -1.850
*
```

## Properties
M = 127.2 g/mol


Which structure is the least stable? The one labeled Q.


--- P ---
A cluster of 2 separate species, C2H5N4 in total, computed with wB97M-V/def2-TZVPD.

```
! wB97M-V def2-TZVPD RIJCOSX def2/J DEFGRID3
* xyz 1 1
C -2.393 0.106 0.163
C 0.757 0.329 0.458
N -3.334 0.699 0.421
N 2.044 0.535 0.139
N -1.388 -0.691 -0.198
N -0.041 -0.434 -0.197
H 0.377 0.762 1.374
H 2.524 1.127 0.682
H 2.469 0.100 -0.788
H -1.585 -1.659 -0.123
H 0.568 -0.873 -1.931
*
```

## Properties
M = 85.1 g/mol


--- Q ---
The ion C2H5N4 with charge +1, computed with wB97M-V/def2-TZVPD.

```
! wB97M-V def2-TZVPD RIJCOSX def2/J DEFGRID3
* xyz 1 1
C 2.715 -0.382 -0.869
N 1.718 -0.584 -0.307
N 0.667 -1.018 0.227
C -0.633 -0.455 0.267
N -0.803 0.796 0.108
N -1.952 1.399 0.123
H 3.665 0.012 -1.121
H 0.762 -1.891 0.742
H -1.399 -1.200 0.479
H -2.827 0.920 0.308
H -1.914 2.403 0.042
*
```

## Properties
M = 85.1 g/mol
SMILES = C#[N+]N/C=N/N


Which structure is the least stable? The one labeled P.